Density functional theory data (wB97M-V/def2-TZVPD) for 3 unconnected molecules or ions with the total composition C6H16N2O.

Geometry as XYZ:
```
25
Properties=species:S:1:pos:R:3:forces:R:3:lowdin_charge:R:1
C -0.597 1.314 0.152 -1.780 0.649 0.185 -0.53
C 1.094 -0.343 0.227 -0.186 -1.545 -0.021 -0.30
C 0.420 -1.567 0.143 2.111 0.501 0.576 -0.21
C -0.302 1.835 -1.244 0.433 -0.407 -0.051 -0.04
C -0.047 2.191 1.261 0.198 -0.331 0.104 -0.04
C -0.245 -2.103 1.382 -0.418 0.154 -0.348 -0.08
N 2.106 0.025 -0.722 0.206 0.293 -0.227 0.00
N -1.241 -1.489 -1.117 -0.887 0.451 0.070 0.08
O -1.668 0.692 0.362 1.073 0.427 -0.006 -0.07
H -1.658 -0.649 -0.642 0.025 -0.664 -0.377 0.03
H 1.306 -0.004 1.233 -0.395 0.342 0.024 0.10
H 0.814 -2.312 -0.550 -0.190 0.243 0.019 0.11
H 2.949 -0.538 -0.665 -0.182 -0.012 -0.097 0.06
H 1.772 0.044 -1.677 0.080 -0.096 0.092 0.05
H -1.148 -1.306 -2.108 0.132 -0.051 0.000 0.06
H -1.797 -2.325 -0.987 -0.119 0.140 -0.005 0.07
H -0.653 1.149 -2.015 -0.047 0.001 0.054 0.07
H 0.763 2.021 -1.381 -0.030 0.022 0.005 0.07
H -0.828 2.786 -1.372 -0.056 -0.072 0.129 0.09
H 1.000 2.443 1.095 -0.002 -0.007 0.027 0.08
H -0.171 1.692 2.222 0.034 0.026 -0.044 0.08
H -0.632 3.118 1.289 0.007 -0.094 -0.118 0.09
H -0.677 -3.093 1.223 -0.004 0.068 0.024 0.07
H -1.037 -1.416 1.692 -0.023 -0.028 0.049 0.08
H 0.477 -2.166 2.197 0.019 -0.012 -0.065 0.08
```
Positions in Å, forces in eV/Å.

The HOMO energy is -0.26217 hartree. Its charge is 0. The structure (SMILES) is C/C=C/N.CC(C)=O.N.

***

Density functional theory data (wB97M-V/def2-TZVPD) for a molecular structure, C13H17BF4N2V.

Geometry as XYZ:
```
38
Properties=species:S:1:pos:R:3:forces:R:3:lowdin_charge:R:1
C 0.722 -0.567 2.657 1.652 -1.934 1.267 -0.13
C 2.515 -1.971 -0.096 -0.134 -0.732 2.030 -0.13
H 0.889 0.358 3.225 -0.037 -0.211 -0.554 0.08
H 1.461 -1.287 3.044 0.466 -0.117 -0.157 0.08
H -0.221 -1.087 2.874 0.063 0.158 -0.429 0.06
H 3.267 -1.938 -0.886 -0.282 0.529 0.034 0.07
H 3.063 -1.980 0.889 0.031 -0.035 -0.280 0.07
H 1.978 -2.944 -0.119 -0.037 0.450 -0.068 0.07
C -1.213 1.015 2.172 0.237 -0.562 -0.498 -0.03
C -2.233 1.954 2.240 -0.672 0.775 -0.400 0.09
C -2.622 2.615 1.089 -0.164 0.146 0.189 0.06
C -1.984 2.271 -0.093 -0.126 0.199 -0.385 0.11
H -1.047 0.551 3.146 0.370 -0.082 -0.852 0.13
H -2.655 2.108 3.229 -0.233 0.252 -0.301 0.16
H -3.400 3.369 1.118 0.030 -0.076 -0.131 0.15
H -2.268 2.724 -1.035 -0.133 0.105 0.303 0.13
N -0.558 0.702 1.044 -0.176 -0.184 0.661 0.07
C -0.953 1.303 -0.102 0.313 -0.469 -0.505 -0.13
C -0.327 0.826 -1.332 -0.643 0.200 0.786 -0.14
N 0.568 -0.187 -1.224 0.295 -0.395 0.045 0.05
C 0.994 -0.798 -2.339 -0.240 0.068 1.201 0.01
C -0.272 0.714 -3.739 0.092 -0.085 -0.320 0.05
C 0.583 -0.372 -3.607 -0.338 0.346 -0.840 0.09
H 1.648 -1.661 -2.214 -0.285 0.405 -0.155 0.13
H 0.950 -0.899 -4.481 -0.018 0.006 0.070 0.15
C -0.733 1.311 -2.586 -0.338 0.337 0.328 0.10
H -1.430 2.140 -2.598 0.143 -0.144 -0.386 0.13
H -0.603 1.096 -4.704 0.194 -0.259 0.140 0.15
V 1.200 -0.706 0.742 -0.240 0.619 -1.071 1.03
C 2.583 0.806 0.692 -0.107 0.052 -0.331 -0.08
H 2.018 1.732 0.494 -0.059 -0.335 0.110 0.05
H 3.285 0.644 -0.138 -0.246 -0.088 0.306 0.06
H 3.130 0.928 1.638 -0.254 -0.389 -0.124 0.07
F -1.713 -2.251 1.589 0.323 0.365 -0.521 0.09
B -1.699 -2.564 0.202 -1.476 -1.419 0.013 -1.16
F -2.170 -1.454 -0.547 0.589 0.244 0.218 0.10
F -0.308 -2.793 -0.156 0.579 1.068 0.296 0.05
F -2.442 -3.708 -0.088 0.861 1.191 0.309 0.15
```
Positions in Å, forces in eV/Å.

The HOMO energy (spin up / spin down) is -0.62863 / -0.62837 hartree. Its charge is +2. As for the multiplicity: 2.

***

Density functional theory data (wB97M-V/def2-TZVPD) for CH4N2O in the gas phase.

Geometry as XYZ:
```
8
Properties=species:S:1:pos:R:3:forces:R:3:lowdin_charge:R:1
C -0.852 -0.113 0.314 -7.549 2.268 -0.629 -0.21
N -2.344 -0.126 0.117 8.351 -0.825 0.332 0.03
N 1.230 -0.564 -0.388 3.722 -1.130 -0.971 0.02
O -0.084 -0.744 -0.514 -4.519 -1.280 -0.724 -0.16
H -0.264 0.630 0.900 -0.811 -0.512 0.231 0.12
H -2.667 0.634 0.686 -0.051 0.419 0.843 -0.04
H 1.469 0.401 -0.649 -0.101 -0.394 -0.355 0.10
H 1.469 -1.233 -1.174 0.958 1.454 1.272 0.14
```
Positions in Å, forces in eV/Å.

The HOMO energy is -0.33110 hartree. Its charge is 0. The structure (SMILES) is [H]/N=C/ON.

***

Density functional theory data (wB97M-V/def2-TZVPD) for a molecular structure, C3H4Cl2IN.

Geometry as XYZ:
```
11
Properties=species:S:1:pos:R:3:forces:R:3:lowdin_charge:R:1
C -0.280 -1.971 -0.927 -0.083 -0.165 -1.172 -0.31
C -0.551 -1.533 -2.295 0.424 1.981 -0.593 -0.08
C -3.295 -0.358 1.017 2.396 0.282 0.850 -1.63
N -0.060 -2.172 0.175 0.141 -0.251 0.766 0.13
Cl -3.807 0.297 2.608 -0.015 -0.090 -0.520 0.43
Cl -3.388 -2.162 1.099 0.144 1.103 -0.287 0.43
I -4.436 0.450 -0.579 0.108 -0.098 0.048 0.73
H -0.406 -0.404 -2.172 -0.671 -1.235 -0.497 0.10
H -1.581 -1.758 -2.661 0.901 0.135 0.460 0.09
H 0.220 -1.770 -3.075 -0.711 -0.409 1.028 0.09
H -2.163 0.015 0.924 -2.636 -1.253 -0.084 0.04
```
Positions in Å, forces in eV/Å.

The HOMO energy is -0.37075 hartree. Its charge is 0.

***

The evaluated DFT total energy for the records listed, in turn: -11506.7228; -53953.7373; -6125.4439; -37810.3509 eV.